--- w ---
Density functional theory data (ωB97M-V/def2-TZVPD) for a molecular structure, C33H42AsN5O3SSe2Ti.

- Total charge: +2
- HOMO-LUMO gap: 6.36 eV
- Highest occupied orbital energy: -0.47550 Ha

Last column: Löwdin charge in e.
Geometry (Å):
Ti (-0.240, 0.219, -0.548)  0.682
Se (2.170, 1.256, -0.412)  0.736
Se (4.079, 0.104, 0.361)  0.822
C (3.755, 0.548, 2.197)  -0.669
C (4.672, 0.201, 3.182)  -0.087
C (4.392, 0.557, 4.489)  -0.033
C (3.218, 1.242, 4.767)  -0.039
C (2.377, 1.551, 3.717)  -0.139
N (2.626, 1.203, 2.450)  -0.027
C (2.525, 0.793, -2.265)  -0.654
C (3.711, 1.065, -2.926)  -0.088
C (3.801, 0.690, -4.260)  -0.024
C (2.722, 0.053, -4.857)  -0.017
C (1.586, -0.186, -4.099)  -0.107
N (1.485, 0.194, -2.826)  -0.022
H (5.578, -0.326, 2.916)  0.113
H (5.090, 0.307, 5.277)  0.125
H (2.961, 1.523, 5.778)  0.117
H (1.453, 2.092, 3.887)  0.108
H (4.534, 1.544, -2.411)  0.108
H (4.709, 0.887, -4.815)  0.126
H (2.764, -0.264, -5.890)  0.121
H (0.726, -0.708, -4.505)  0.125
C (-1.748, 3.987, 0.965)  0.004
C (-1.602, 2.526, 1.368)  -0.490
C (-1.980, 2.322, 2.832)  0.018
O (-0.255, 2.030, 1.127)  -0.185
C (-2.523, 1.669, 0.482)  -0.502
O (-3.697, 1.843, 0.408)  0.204
O (-1.859, 0.707, -0.173)  -0.233
H (-1.171, 4.631, 1.631)  0.105
H (-2.796, 4.276, 1.034)  0.113
H (-1.421, 4.141, -0.061)  0.043
H (-1.458, 3.044, 3.462)  0.100
H (-1.720, 1.313, 3.159)  0.072
H (-3.051, 2.473, 2.961)  0.113
H (0.353, 2.716, 1.424)  0.099
C (-2.748, -0.595, -2.605)  -0.026
C (-1.576, -1.520, -2.483)  -0.320
C (-1.356, -2.691, -3.137)  -0.013
C (-0.092, -3.208, -2.692)  -0.019
C (0.420, -2.330, -1.791)  -0.386
C (1.760, -2.388, -1.122)  -0.068
N (-0.488, -1.272, -1.628)  -0.115
H (-3.335, -0.877, -3.476)  0.096
H (-2.440, 0.446, -2.719)  0.049
H (-3.405, -0.651, -1.735)  0.083
H (-2.007, -3.146, -3.866)  0.119
H (0.369, -4.128, -3.016)  0.123
H (2.533, -1.930, -1.743)  0.070
H (2.053, -3.427, -0.982)  0.101
H (1.774, -1.891, -0.149)  0.010
C (-0.360, -3.336, 1.104)  -0.232
As (-0.527, -1.433, 1.495)  1.219
C (0.332, -1.505, 3.255)  -0.235
C (-2.474, -1.399, 1.902)  -0.267
C (-2.878, -2.373, 2.966)  -0.317
C (-3.367, -3.633, 2.634)  -0.059
C (-3.747, -4.526, 3.626)  -0.059
C (-3.640, -4.167, 4.962)  -0.064
C (-3.156, -2.912, 5.303)  -0.062
C (-2.777, -2.022, 4.312)  -0.064
H (-0.882, -3.876, 1.890)  0.037
H (0.682, -3.649, 1.103)  0.043
H (-0.807, -3.578, 0.141)  0.043
H (-0.091, -2.356, 3.785)  0.041
H (0.161, -0.600, 3.831)  0.023
H (1.403, -1.654, 3.122)  0.034
H (-2.950, -1.626, 0.947)  0.088
H (-2.756, -0.387, 2.188)  0.062
H (-3.478, -3.905, 1.591)  0.118
H (-4.138, -5.497, 3.354)  0.113
H (-3.939, -4.861, 5.736)  0.113
H (-3.085, -2.625, 6.344)  0.112
H (-2.424, -1.032, 4.582)  0.110
C (-0.841, 2.093, -4.998)  0.003
N (0.318, 2.846, -4.553)  -0.093
C (1.225, 3.503, -5.361)  -0.014
C (2.092, 4.150, -4.554)  -0.031
N (1.705, 3.872, -3.262)  0.103
C (0.617, 3.080, -3.264)  -0.692
S (-0.259, 2.575, -1.894)  0.765
H (-0.720, 1.824, -6.044)  0.108
H (-1.744, 2.691, -4.883)  0.113
H (-0.941, 1.193, -4.395)  0.061
H (1.170, 3.462, -6.434)  0.140
H (2.938, 4.773, -4.783)  0.135
H (2.106, 4.273, -2.430)  0.167

--- x ---
Density functional theory data (ωB97M-V/def2-TZVPD) for a molecular structure, C33H42AsN5O3SSe2Ti.

- Total charge: +2
- HOMO-LUMO gap: 6.00 eV
- Highest occupied orbital energy: -0.46225 Ha

Last column: Löwdin charge in e.
Geometry (Å):
Ti (-0.288, -0.788, 0.849)  0.852
Se (-2.912, 1.088, 2.911)  0.818
Se (-0.623, 1.282, 2.510)  0.760
C (-0.013, -0.144, 3.678)  -0.564
C (0.215, -0.088, 5.035)  -0.032
C (0.758, -1.217, 5.634)  0.000
C (1.058, -2.331, 4.859)  0.002
C (0.795, -2.303, 3.503)  -0.059
N (0.260, -1.216, 2.932)  -0.060
C (-3.366, 0.310, 1.235)  -0.664
C (-4.704, 0.424, 0.878)  -0.076
C (-5.159, -0.213, -0.257)  0.000
C (-4.261, -0.961, -1.008)  -0.013
C (-2.952, -1.012, -0.599)  -0.162
N (-2.478, -0.374, 0.498)  -0.081
H (-0.012, 0.805, 5.601)  0.127
H (0.955, -1.225, 6.698)  0.130
H (1.490, -3.217, 5.301)  0.128
H (0.999, -3.142, 2.850)  0.120
H (-5.373, 1.011, 1.493)  0.117
H (-6.198, -0.136, -0.549)  0.133
H (-4.568, -1.502, -1.891)  0.127
H (-2.244, -1.622, -1.139)  0.066
C (4.653, 0.900, 0.710)  0.017
C (3.779, -0.139, 1.410)  -0.525
C (4.263, -0.423, 2.828)  0.015
O (3.704, -1.337, 0.649)  -0.011
C (2.369, 0.436, 1.488)  -0.473
O (2.108, 1.391, 2.169)  0.064
O (1.420, -0.179, 0.744)  -0.256
H (5.675, 0.522, 0.644)  0.103
H (4.668, 1.832, 1.272)  0.103
H (4.291, 1.095, -0.300)  0.091
H (5.312, -0.720, 2.798)  0.102
H (3.686, -1.238, 3.270)  0.086
H (4.173, 0.463, 3.454)  0.100
H (4.600, -1.679, 0.544)  0.123
C (1.597, -3.315, -0.506)  -0.037
C (0.447, -3.618, 0.401)  -0.328
C (0.167, -4.798, 0.995)  -0.026
C (-1.031, -4.638, 1.768)  -0.024
C (-1.461, -3.365, 1.636)  -0.335
C (-2.668, -2.770, 2.283)  -0.024
N (-0.564, -2.672, 0.763)  -0.075
H (1.445, -3.745, -1.497)  0.088
H (2.509, -3.745, -0.096)  0.095
H (1.792, -2.253, -0.613)  0.015
H (0.748, -5.701, 0.885)  0.125
H (-1.520, -5.396, 2.362)  0.123
H (-3.054, -3.495, 2.997)  0.100
H (-3.468, -2.556, 1.572)  0.079
H (-2.457, -1.855, 2.844)  0.042
C (1.839, 0.013, -2.236)  -0.244
As (-0.011, -0.354, -1.816)  1.175
C (-0.415, -1.972, -2.824)  -0.242
C (-0.938, 0.991, -2.912)  -0.322
C (-0.791, 0.740, -4.382)  -0.316
C (0.336, 1.180, -5.073)  -0.061
C (0.470, 0.939, -6.433)  -0.063
C (-0.524, 0.257, -7.121)  -0.066
C (-1.660, -0.168, -6.446)  -0.061
C (-1.791, 0.075, -5.087)  -0.067
H (2.011, -0.220, -3.285)  0.042
H (2.503, -0.571, -1.604)  0.012
H (2.024, 1.072, -2.060)  0.045
H (0.333, -2.104, -3.604)  0.058
H (-1.385, -1.860, -3.304)  0.028
H (-0.431, -2.842, -2.173)  0.015
H (-0.510, 1.939, -2.597)  0.017
H (-1.983, 0.995, -2.603)  0.066
H (1.108, 1.732, -4.550)  0.107
H (1.348, 1.292, -6.958)  0.112
H (-0.423, 0.074, -8.182)  0.112
H (-2.449, -0.680, -6.981)  0.112
H (-2.693, -0.239, -4.572)  0.109
C (-1.093, 5.061, 2.324)  -0.017
N (-0.497, 5.289, 1.017)  -0.112
C (0.184, 6.443, 0.652)  -0.028
C (0.580, 6.287, -0.623)  -0.045
N (0.144, 5.033, -1.011)  0.074
C (-0.512, 4.413, -0.008)  -0.737
S (-1.248, 2.876, -0.090)  0.599
H (-1.414, 6.016, 2.731)  0.103
H (-0.372, 4.600, 2.997)  0.091
H (-1.957, 4.413, 2.200)  0.063
H (0.304, 7.270, 1.328)  0.133
H (1.118, 6.945, -1.281)  0.127
H (0.231, 4.633, -1.929)  0.153

x ends up most stable, edging out the next structure by 85.3 kJ/mol.

--- w ---
Density functional theory data (ωB97M-V/def2-TZVPD) for 2 unconnected molecules or ions with the total composition C4H9NO.

- Total charge: +1
- HOMO-LUMO gap (spin up / spin down): 9.68 / 8.11 eV
- Multiplicity: 2
- <S²>: 0.76
- Highest occupied orbital energy (spin up / spin down): -0.55080 / -0.55489 Ha

Last column: Löwdin charge in e.
Geometry (Å):
N (0.646, -0.709, -0.811)  0.219
C (-0.514, -0.088, -0.717)  -0.300
C (-1.688, -0.853, -0.953)  0.208
C (-1.624, 1.718, 0.450)  0.141
C (-0.509, 1.221, -0.080)  -0.076
H (0.662, -1.394, -1.560)  0.154
H (1.565, -0.325, -0.617)  0.135
H (-2.503, -0.437, -1.519)  0.102
H (-1.780, -1.900, -0.730)  0.101
H (-1.606, 2.639, 1.006)  0.094
H (-2.562, 1.185, 0.432)  0.089
H (0.404, 1.776, -0.239)  0.127
H (2.886, -1.718, 1.912)  0.055
H (1.875, -0.760, 1.334)  -0.006
O (2.788, -0.799, 1.634)  -0.043

--- x ---
Density functional theory data (ωB97M-V/def2-TZVPD) for a gas-phase ion, C4H9NO (charge +1).

- Total charge: +1
- HOMO-LUMO gap (spin up / spin down): 10.27 / 5.09 eV
- Multiplicity: 2
- <S²>: 0.75
- Highest occupied orbital energy (spin up / spin down): -0.51425 / -0.51079 Ha

Last column: Löwdin charge in e.
Geometry (Å):
C (-1.667, -0.479, -0.410)  -0.025
C (-0.463, 0.274, 0.030)  -0.381
C (0.786, -0.119, -0.642)  -0.140
C (2.063, 0.589, -0.370)  -0.287
O (3.075, -0.021, -0.461)  0.097
N (-0.357, 0.088, 1.502)  0.381
H (-2.371, 0.153, -1.074)  0.148
H (-2.285, -0.641, 0.402)  0.055
H (-1.568, -1.449, -0.930)  0.119
H (-0.608, 1.408, -0.046)  0.196
H (0.712, -0.191, -1.829)  0.206
H (1.123, -1.160, -0.379)  0.157
H (2.256, 1.572, 0.162)  0.153
H (0.215, -0.632, 1.855)  0.143
H (-0.910, 0.609, 2.191)  0.179

w ends up most stable, edging out the next structure by 105.8 kJ/mol.

--- w ---
Density functional theory data (ωB97M-V/def2-TZVPD) for 2 unconnected molecules or ions with the total composition C4H9N3.

- HOMO-LUMO gap (spin up / spin down): 9.86 / 7.85 eV
- Highest occupied orbital energy (spin up / spin down): -0.38153 / -0.36899 Ha

Last column: Löwdin charge in e.
Geometry (Å):
C (1.987, 0.892, -0.451)  -0.386
C (-1.165, 1.063, -1.059)  -0.045
C (-0.472, 0.260, 1.273)  -0.076
C (-0.253, 0.115, -0.244)  -0.484
N (2.833, 1.691, -0.283)  0.181
N (2.355, -1.900, 0.149)  0.060
N (1.048, 0.083, -0.751)  0.099
H (-2.190, 0.903, -0.679)  0.093
H (-0.995, 2.084, -0.833)  0.065
H (-1.119, 1.084, -2.091)  0.053
H (-0.342, 1.364, 1.522)  0.093
H (-0.062, -0.553, 1.972)  0.100
H (-1.605, 0.210, 1.494)  0.091
H (-0.698, -0.918, -0.510)  0.153
H (2.301, -2.261, -0.838)  -0.010
H (3.028, -1.012, 0.065)  0.013

--- x ---
Density functional theory data (ωB97M-V/def2-TZVPD) for C4H9N3 in the gas phase.

- HOMO-LUMO gap: 9.31 eV
- Highest occupied orbital energy: -0.32366 Ha
- SMILES string: [H]/N=C(\N)[C@@H]1CCN1

Last column: Löwdin charge in e.
Geometry (Å):
H (0.940, -2.542, 0.734)  0.046
N (0.919, -1.460, 0.731)  0.030
C (-0.128, -1.204, -0.199)  -0.484
N (-0.899, -1.850, -1.000)  0.098
C (-0.593, 0.192, 0.257)  -0.227
C (-0.439, 1.558, -0.759)  -0.139
C (0.810, 1.936, -0.003)  -0.158
N (0.365, 0.940, 1.292)  0.005
H (-1.395, -1.158, -1.602)  0.119
H (-0.761, -2.931, -1.459)  0.223
H (-1.495, -0.066, 0.749)  0.102
H (-0.372, 1.341, -1.940)  0.120
H (-1.411, 2.149, -0.629)  0.101
H (1.663, 1.548, -0.265)  0.017
H (1.095, 3.072, 0.046)  0.125
H (1.142, 0.283, 1.424)  0.020

x ends up most stable, edging out the next structure by 24.5 kJ/mol.